(1)
Entry from OMol25: a cluster of 6 separate species, C41H38BN2O17PS in total in a non-equilibrium geometry (ωB97M-V/def2-TZVPD).

The value obtained for the HOMO energy is -0.290 Ha. The charge is 0. The calculation puts the total energy at -101710.917 eV.

Atoms and positions in Å:
C (2.3572, -0.3001, 0.0603)
C (0.9166, -0.2216, 0.0142)
N (0.0836, -0.3262, -1.1950)
C (0.5040, -0.9083, -2.4626)
C (1.8803, -1.5668, -2.9375)
O (2.6269, -0.9352, -3.7566)
O (2.2936, -2.8353, -2.5329)
C (-0.7531, -0.8038, -3.3674)
P (-0.7757, -1.4075, -5.1451)
O (-2.1394, -1.3122, -5.8415)
O (-0.3239, -3.0711, -5.1975)
O (0.4873, -0.5881, -5.9679)
N (-1.8398, -0.1682, -2.6254)
B (-3.2618, 0.1412, -3.0481)
O (-3.6337, 0.7022, -4.3109)
O (-4.2931, -0.1132, -2.0742)
C (-4.9362, -1.4053, -2.2700)
C (-3.9512, -2.5981, -2.6977)
C (-1.3130, 0.1158, -1.2905)
C (-2.1005, 0.8222, -0.0721)
C (-2.2200, 2.4008, -0.4908)
C (-3.7412, 2.8726, -0.7464)
S (-3.9623, 3.7305, -2.4030)
H (2.8310, -1.2937, 0.4122)
H (3.0771, 0.5641, -0.1649)
H (0.3659, -0.1123, 1.0191)
H (-0.1825, -3.2755, -6.1653)
H (0.5686, 0.2959, -5.5328)
H (-4.2478, 0.1221, -4.8124)
H (-5.3761, -1.7043, -1.2397)
H (-5.8500, -1.3707, -2.9791)
H (-2.9673, -2.6409, -2.1081)
H (-4.5074, -3.5824, -2.4379)
H (-3.7884, -2.6538, -3.8453)
H (-1.5407, 0.7574, 0.9206)
H (-3.1363, 0.3458, 0.1110)
H (-1.6540, 2.5513, -1.4857)
H (-1.6860, 3.0228, 0.3150)
H (-4.5185, 2.0377, -0.6381)
H (-3.9702, 3.6764, 0.0509)
H (-4.7993, 2.9227, -3.1941)
C (1.1635, 6.3608, 0.5975)
C (1.4258, 7.4380, 1.3385)
C (0.9963, 7.5199, 2.7507)
O (1.2336, 8.5025, 3.4271)
C (0.2668, 6.3618, 3.3088)
C (0.0048, 5.2854, 2.5676)
C (0.4341, 5.2033, 1.1566)
O (0.1971, 4.2178, 0.4787)
H (1.4700, 6.2837, -0.4384)
H (1.9597, 8.2942, 0.9449)
H (-0.0394, 6.4380, 4.3444)
H (-0.5286, 4.4290, 2.9614)
C (-1.0718, -7.2835, -6.9635)
C (-1.0659, -8.3075, -6.1093)
C (-0.1515, -8.3317, -4.9473)
O (-0.1446, -9.2670, -4.1684)
C (0.7537, -7.1769, -4.7689)
C (0.7473, -6.1535, -5.6238)
C (-0.1660, -6.1292, -6.7842)
O (-0.1732, -5.1921, -7.5640)
H (-1.7339, -7.2493, -7.8198)
H (-1.7232, -9.1605, -6.2253)
H (1.4158, -7.2099, -3.9128)
H (1.4044, -5.3000, -5.5080)
C (6.5407, 5.5855, 3.8697)
C (5.2931, 5.6550, 4.3351)
C (4.1682, 5.0301, 3.6084)
O (3.0269, 5.0950, 4.0324)
C (4.4792, 4.3245, 2.3484)
C (5.7263, 4.2548, 1.8826)
C (6.8515, 4.8792, 2.6084)
O (7.9905, 4.8145, 2.1856)
H (7.3767, 6.0380, 4.3883)
H (5.0480, 6.1677, 5.2574)
H (3.6432, 3.8718, 1.8297)
H (5.9708, 3.7419, 0.9608)
C (4.7310, 2.0372, 6.0976)
C (4.8101, 1.4385, 7.2867)
C (5.6060, 0.2067, 7.4735)
O (5.6770, -0.3410, 8.5572)
C (6.3116, -0.3344, 6.2923)
C (6.2324, 0.2645, 5.1032)
C (5.4367, 1.4959, 4.9168)
O (5.3652, 2.0450, 3.8313)
H (4.1520, 2.9396, 5.9425)
H (4.3001, 1.8221, 8.1617)
H (6.8903, -1.2364, 6.4471)
H (6.7422, -0.1189, 4.2280)
C (-4.5723, -4.8840, 2.6776)
C (-4.6756, -4.4469, 1.4218)
C (-5.9087, -3.7921, 0.9370)
O (-6.0042, -3.3943, -0.2109)
C (-7.0220, -3.6389, 1.8971)
C (-6.9191, -4.0760, 3.1529)
C (-5.6858, -4.7309, 3.6383)
O (-5.5903, -5.1279, 4.7839)
H (-3.6770, -5.3664, 3.0493)
H (-3.8694, -4.5505, 0.7058)
H (-7.9173, -3.1565, 1.5250)
H (-7.7253, -3.9723, 3.8686)

Mulliken population analysis, charges in e, atoms 1 to 99: number 1, C, carries -0.801; number 2, C, carries 0.055; number 3, N, carries 0.588; number 4, C, carries 0.052; number 5, C, carries 0.252; number 6, O, carries -0.597; number 7, O, carries -0.712; number 8, C, carries -0.113; number 9, P, carries 0.912; number 10, O, carries -0.661; number 11, O, carries -0.290; number 12, O, carries -0.484; number 13, N, carries 1.217; number 14, B, carries 0.018; number 15, O, carries -0.588; number 16, O, carries -0.416; number 17, C, carries -0.003; number 18, C, carries -0.826; number 19, C, carries -0.569; number 20, C, carries -0.652; number 21, C, carries -0.074; number 22, C, carries -0.465; number 23, S, carries -0.239; number 24, H, carries 0.250; number 25, H, carries 0.277; number 26, H, carries 0.215; number 27, H, carries 0.238; number 28, H, carries 0.363; number 29, H, carries 0.324; number 30, H, carries 0.055; number 31, H, carries 0.245; number 32, H, carries 0.158; number 33, H, carries 0.367; number 34, H, carries 0.333; number 35, H, carries 0.390; number 36, H, carries 0.285; number 37, H, carries 0.451; number 38, H, carries -0.181; number 39, H, carries 0.208; number 40, H, carries 0.374; number 41, H, carries 0.124; number 42, C, carries -0.402; number 43, C, carries -0.374; number 44, C, carries 0.385; number 45, O, carries -0.579; number 46, C, carries -0.485; number 47, C, carries -0.151; number 48, C, carries 0.358; number 49, O, carries -0.542; number 50, H, carries 0.456; number 51, H, carries 0.435; number 52, H, carries 0.424; number 53, H, carries 0.431; number 54, C, carries -0.433; number 55, C, carries -0.343; number 56, C, carries 0.382; number 57, O, carries -0.558; number 58, C, carries -0.441; number 59, C, carries -0.226; number 60, C, carries 0.559; number 61, O, carries -0.609; number 62, H, carries 0.405; number 63, H, carries 0.400; number 64, H, carries 0.437; number 65, H, carries 0.420; number 66, C, carries -0.366; number 67, C, carries -0.304; number 68, C, carries 0.378; number 69, O, carries -0.575; number 70, C, carries -0.506; number 71, C, carries -0.304; number 72, C, carries 0.289; number 73, O, carries -0.568; number 74, H, carries 0.432; number 75, H, carries 0.468; number 76, H, carries 0.625; number 77, H, carries 0.427; number 78, C, carries -0.165; number 79, C, carries -0.415; number 80, C, carries 0.283; number 81, O, carries -0.545; number 82, C, carries -0.371; number 83, C, carries -0.410; number 84, C, carries 0.330; number 85, O, carries -0.381; number 86, H, carries 0.432; number 87, H, carries 0.431; number 88, H, carries 0.406; number 89, H, carries 0.431; number 90, C, carries -0.385; number 91, C, carries -0.281; number 92, C, carries 0.445; number 93, O, carries -0.538; number 94, C, carries -0.387; number 95, C, carries -0.388; number 96, C, carries 0.305; number 97, O, carries -0.539; number 98, H, carries 0.419; number 99, H, carries 0.465



(2)
Entry from OMol25: a structure of composition C41H38BrN6O2S2Se2Y in a non-equilibrium geometry (ωB97M-V/def2-TZVPD).

The value obtained for the HOMO energy is -0.016 Ha. The charge is -2. The calculation puts the total energy at -279621.759 eV.

Atoms and positions in Å:
Y (-0.9141, 0.2256, -0.5532)
C (0.4698, 3.0708, 3.1174)
C (0.6059, 2.1266, 1.9498)
N (-0.4444, 1.7003, 1.3444)
N (-1.6583, 2.2381, 1.7111)
C (-2.5982, 1.3864, 1.9488)
S (-2.3873, -0.2977, 2.1635)
S (-4.2095, 2.1353, 2.1414)
C (-4.5688, 1.5083, 3.8305)
C (-3.7772, 2.2647, 4.8522)
C (-2.5919, 1.7426, 5.3615)
C (-1.8329, 2.4721, 6.2670)
C (-2.2466, 3.7313, 6.6745)
C (-3.4212, 4.2667, 6.1600)
C (-4.1772, 3.5378, 5.2576)
C (1.9298, 1.7058, 1.4947)
C (3.0309, 1.8214, 2.3509)
C (4.3074, 1.4649, 1.9624)
C (4.5038, 0.9637, 0.6747)
C (3.4444, 0.8252, -0.1907)
C (2.1193, 1.1877, 0.1706)
O (1.1646, 1.0768, -0.6859)
H (-0.4341, 3.6651, 2.9867)
H (1.3377, 3.7211, 3.2138)
H (0.3461, 2.5017, 4.0418)
H (-4.3153, 0.4493, 3.8147)
H (-5.6417, 1.6410, 3.9660)
H (-2.2625, 0.7652, 5.0260)
H (-0.9076, 2.0579, 6.6501)
H (-1.6565, 4.2974, 7.3856)
H (-3.7431, 5.2588, 6.4546)
H (-5.0857, 3.9558, 4.8388)
H (2.8726, 2.1725, 3.3639)
H (5.1408, 1.5741, 2.6460)
H (5.5019, 0.6780, 0.3590)
H (3.5914, 0.4135, -1.1832)
C (-2.2353, 0.9630, -4.0757)
Se (-0.5193, 1.5370, -3.3685)
C (-0.8832, 3.4649, -3.5880)
C (-2.0018, 3.9384, -2.6782)
Se (-1.7792, 3.3678, -0.8011)
C (-0.1479, 4.4331, -0.4921)
H (-2.4039, 1.4131, -5.0545)
H (-3.0219, 1.2238, -3.3724)
H (-2.1737, -0.1186, -4.1511)
H (-1.1217, 3.6636, -4.6359)
H (0.0538, 3.9671, -3.3419)
H (-2.9584, 3.5050, -2.9737)
H (-2.0913, 5.0272, -2.7023)
H (-0.1772, 5.3611, -1.0639)
H (0.7163, 3.8301, -0.7698)
H (-0.1126, 4.6536, 0.5729)
Br (8.7564, -8.9628, -3.0695)
C (7.3930, -7.6827, -2.6672)
C (6.4522, -7.3583, -3.6318)
C (5.4636, -6.4432, -3.3317)
C (5.3908, -5.8316, -2.0637)
C (6.3579, -6.1943, -1.1146)
C (7.3515, -7.1091, -1.4083)
N (4.4079, -4.9390, -1.6706)
N (3.7531, -4.4556, -2.6533)
C (2.7456, -3.5940, -2.4508)
C (2.1799, -3.0980, -3.6508)
C (1.1375, -2.2156, -3.6872)
C (0.5320, -1.7517, -2.4973)
O (-0.4606, -0.9704, -2.5031)
C (1.0891, -2.2261, -1.2401)
N (0.5057, -1.7465, -0.1183)
C (0.9814, -2.1120, 1.0553)
C (2.0530, -2.9934, 1.1898)
C (2.6440, -3.5124, 0.0621)
C (2.1734, -3.1293, -1.2055)
H (6.4990, -7.8178, -4.6103)
H (4.7220, -6.1673, -4.0671)
H (6.3211, -5.7301, -0.1369)
H (8.0975, -7.3714, -0.6702)
H (2.6262, -3.4545, -4.5711)
H (0.7505, -1.8421, -4.6260)
H (0.4867, -1.6923, 1.9261)
H (2.4097, -3.2545, 2.1768)
H (3.4759, -4.1967, 0.1209)
N (-2.8942, 0.6161, -0.9423)
C (-4.1783, 0.4409, -1.1973)
C (-5.0720, 1.5528, -1.4200)
C (-6.4112, 1.3808, -1.7004)
C (-6.9781, 0.1079, -1.7898)
C (-6.1443, -0.9953, -1.5926)
C (-4.8018, -0.8512, -1.3084)
H (-4.6431, 2.5466, -1.3345)
H (-7.0392, 2.2567, -1.8529)
H (-8.0342, -0.0201, -2.0025)
H (-6.5637, -1.9972, -1.6603)
H (-4.1711, -1.7208, -1.1556)

Just the Mulliken charges please, in e? Sure, here they are: number 1, Y, carries 0.319; number 2, C, carries -2.166; number 3, C, carries 0.285; number 4, N, carries 1.513; number 5, N, carries -0.652; number 6, C, carries 0.140; number 7, S, carries -0.543; number 8, S, carries -0.042; number 9, C, carries -1.525; number 10, C, carries 0.745; number 11, C, carries -0.080; number 12, C, carries -0.625; number 13, C, carries -0.435; number 14, C, carries -0.521; number 15, C, carries -0.373; number 16, C, carries 0.462; number 17, C, carries -0.746; number 18, C, carries -0.913; number 19, C, carries -0.428; number 20, C, carries -0.839; number 21, C, carries -0.002; number 22, O, carries 0.209; number 23, H, carries 0.493; number 24, H, carries 0.480; number 25, H, carries 0.358; number 26, H, carries 0.456; number 27, H, carries 0.519; number 28, H, carries 0.290; number 29, H, carries 0.407; number 30, H, carries 0.359; number 31, H, carries 0.361; number 32, H, carries 0.350; number 33, H, carries 0.402; number 34, H, carries 0.357; number 35, H, carries 0.399; number 36, H, carries 0.429; number 37, C, carries -0.549; number 38, Se, carries 0.210; number 39, C, carries -0.984; number 40, C, carries -0.887; number 41, Se, carries 0.538; number 42, C, carries -1.120; number 43, H, carries 0.466; number 44, H, carries -0.133; number 45, H, carries 0.262; number 46, H, carries 0.524; number 47, H, carries 0.328; number 48, H, carries 0.370; number 49, H, carries 0.540; number 50, H, carries 0.489; number 51, H, carries 0.143; number 52, H, carries 0.292; number 53, Br, carries -0.248; number 54, C, carries 0.184; number 55, C, carries -0.620; number 56, C, carries -0.176; number 57, C, carries -0.170; number 58, C, carries -0.172; number 59, C, carries -0.489; number 60, N, carries -0.426; number 61, N, carries -0.136; number 62, C, carries -0.446; number 63, C, carries 0.042; number 64, C, carries -1.445; number 65, C, carries 1.003; number 66, O, carries -0.451; number 67, C, carries 0.065; number 68, N, carries -0.533; number 69, C, carries -0.218; number 70, C, carries -0.957; number 71, C, carries -0.539; number 72, C, carries 1.268; number 73, H, carries 0.374; number 74, H, carries 0.377; number 75, H, carries 0.393; number 76, H, carries 0.373; number 77, H, carries 0.423; number 78, H, carries 0.389; number 79, H, carries 0.369; number 80, H, carries 0.434; number 81, H, carries 0.587; number 82, N, carries -0.098; number 83, C, carries -0.705; number 84, C, carries 0.554; number 85, C, carries -0.745; number 86, C, carries -0.486; number 87, C, carries -0.492; number 88, C, carries -0.501; number 89, H, carries 0.162; number 90, H, carries 0.312; number 91, H, carries 0.329; number 92, H, carries 0.309; number 93, H, carries 0.170